C72H133N3O18S6 | ωB97M-V with the def2-TZVPD basis set

Geometry as XYZ:
```
232
C72H133N3O18S6 | the OMol25 dataset | ωB97M-V with the def2-TZVPD basis set
C 9.6130 -6.3754 2.1916
C 9.1311 -7.4076 1.3623
C 7.7784 -7.4005 1.1125
C 6.9054 -6.3993 1.4975
C 7.4105 -5.4306 2.4172
C 8.7814 -5.3605 2.7524
N 5.4305 -6.4686 1.2147
O 4.6606 -5.3822 1.3384
O 4.9360 -7.5518 0.8775
H 10.6617 -6.1754 2.3546
H 9.8026 -8.1214 0.9084
H 7.4172 -8.1055 0.3784
H 6.8271 -4.6527 2.8874
H 9.2337 -4.5546 3.3114
C -1.5364 5.4515 5.9785
C -0.2449 6.0250 6.2050
C 0.7840 5.4849 5.4601
C 0.5878 4.3805 4.4908
C -0.6963 3.8560 4.3979
C -1.7398 4.3843 5.1007
N 1.7602 3.8256 3.6777
O 1.7557 2.6825 3.2697
O 2.7302 4.5695 3.5014
H -2.3034 5.8723 6.6118
H -0.0382 6.9473 6.7275
H 1.7877 5.8333 5.6535
H -0.8912 3.0292 3.7308
H -2.7186 3.9550 5.2558
C 1.0344 5.1268 0.5799
C -0.0542 4.2214 0.6349
C -0.7583 3.9004 -0.5649
C -0.3907 4.5516 -1.7504
C 0.6554 5.5547 -1.6780
C 1.4480 5.6989 -0.5702
N -0.8578 4.0730 -3.0895
O -1.6403 3.1750 -3.1334
O -0.4426 4.6429 -4.1198
H 1.6320 5.2686 1.4682
H -0.4171 3.9581 1.6174
H -1.5733 3.1945 -0.6276
H 1.1772 5.7885 -2.5943
H 2.3508 6.2905 -0.5326
C 6.1224 -1.9772 -1.1657
C 7.0998 -1.0347 -2.0016
C 7.1208 0.3920 -1.3470
C 8.5441 0.9662 -1.2844
C 9.0474 1.3698 -2.6595
C 10.5000 1.7419 -2.5410
H 5.2187 -2.0092 -1.7743
H 5.7340 -1.5687 -0.2328
H 6.4538 -3.0008 -0.9909
H 8.0513 -1.5594 -1.9148
H 6.9455 -0.9797 -3.0792
H 6.8554 0.3575 -0.2903
H 6.4473 1.0847 -1.8517
H 8.5538 1.8387 -0.6311
H 9.1650 0.1956 -0.8275
H 8.9142 0.6613 -3.4771
H 8.4579 2.2784 -2.7814
H 11.0076 1.2961 -1.6856
H 11.1563 1.4612 -3.3648
H 10.7816 2.7615 -2.2778
C -0.5828 -7.7540 0.9268
C -1.7644 -7.7215 1.8976
C -3.0607 -7.3790 1.1743
C -3.4801 -5.9921 1.0478
C -4.3473 -5.5330 -0.0802
C -4.9246 -4.0070 -0.0284
H 0.2927 -8.2373 1.3604
H -0.2267 -6.7758 0.6036
H -0.7187 -8.3361 0.0153
H -1.8910 -8.7148 2.3282
H -1.6053 -7.0003 2.6993
H -3.8313 -7.9690 1.6705
H -3.1610 -7.7416 0.1513
H -3.8353 -5.6272 2.0116
H -2.4400 -5.6982 0.9065
H -3.8071 -5.6315 -1.0218
H -5.2466 -6.1266 -0.2446
H -5.3091 -3.8437 0.9784
H -4.2031 -3.2350 -0.2959
H -5.7293 -3.8274 -0.7413
C 0.8171 -2.9737 1.5830
C -0.7007 -2.9296 1.5711
C -1.3914 -2.0153 0.3993
C -0.9034 -0.6410 0.6325
C -1.3660 0.2570 -0.5070
C -2.8770 0.5763 -0.5122
H 1.3292 -2.0943 1.9736
H 1.3072 -3.2285 0.6434
H 1.0587 -3.6931 2.3655
H -0.9880 -3.9621 1.3727
H -1.0659 -2.8013 2.5900
H -2.4794 -2.0503 0.3424
H -1.0893 -2.4800 -0.5393
H -1.2527 -0.2554 1.5903
H 0.1807 -0.5641 0.7150
H -0.8049 1.1664 -0.2921
H -1.1438 -0.1825 -1.4794
H -2.9268 1.3798 0.2226
H -3.3350 0.8031 -1.4750
H -3.4549 -0.2057 -0.0196
C 7.2055 -2.6391 7.2278
C 6.6849 -3.4940 6.0170
C 5.4763 -3.0766 5.2165
C 5.7889 -1.7935 4.4241
C 4.8149 -1.5919 3.1657
C 5.2418 -0.5701 2.1961
H 8.0574 -3.0420 7.7756
H 6.2897 -2.5383 7.8101
H 7.5592 -1.6345 6.9959
H 7.5073 -3.7374 5.3443
H 6.4956 -4.4412 6.5221
H 4.5823 -2.8916 5.8121
H 5.1686 -3.7786 4.4415
H 5.5825 -0.9050 5.0208
H 6.7930 -1.5593 4.0704
H 4.6766 -2.4944 2.5704
H 3.7940 -1.3555 3.4658
H 5.2059 0.4237 2.6424
H 6.2182 -0.7397 1.7421
H 4.5421 -0.4642 1.3670
C 8.2432 6.8165 -1.0695
C 7.7431 5.6927 -0.1369
C 6.3428 5.2016 -0.7569
C 6.3952 4.0486 -1.7458
C 5.0795 3.7412 -2.5559
C 3.9139 3.3900 -1.5945
H 8.3856 6.5146 -2.1071
H 9.1989 7.1696 -0.6821
H 7.5372 7.6369 -1.1987
H 8.5043 4.9145 -0.0810
H 7.5964 6.0778 0.8722
H 5.6697 6.0261 -0.9922
H 5.9202 4.6824 0.1033
H 7.1972 4.2575 -2.4539
H 6.7049 3.2590 -1.0612
H 4.7576 4.5608 -3.1984
H 5.3002 2.8426 -3.1319
H 2.9697 3.2554 -2.1221
H 4.2410 2.6179 -0.8981
H 3.7171 4.2426 -0.9445
C -4.4012 1.4668 -8.0469
C -5.0293 1.0840 -6.7342
C -3.9733 0.8883 -5.6994
S -2.2585 0.6889 -6.5789
O -1.8708 -0.7350 -6.3691
O -1.3366 1.7894 -6.3755
C -2.9058 1.0029 -8.2328
H -4.4732 2.5540 -8.0157
H -5.0075 1.1586 -8.8986
H -5.5593 0.1331 -6.6788
H -5.7704 1.8389 -6.4714
H -4.2536 0.1001 -5.0006
H -3.9058 1.7481 -5.0328
H -2.7729 0.0062 -8.6535
H -2.2017 1.6759 -8.7221
C 1.7846 -0.4094 -2.5898
C 2.7059 0.4710 -3.4012
C 3.4461 -0.4240 -4.4034
S 1.9140 -1.2442 -5.0898
O 2.1719 -2.6870 -5.0937
O 1.5829 -0.4642 -6.2693
C 0.8059 -0.9330 -3.6678
H 1.2802 0.0811 -1.7573
H 2.3655 -1.2222 -2.1540
H 3.4489 0.9275 -2.7472
H 2.2355 1.2955 -3.9368
H 3.9699 -1.2686 -3.9559
H 4.0879 -0.0110 -5.1817
H 0.2749 -1.8018 -3.2788
H 0.1481 -0.1182 -3.9704
C -5.9556 2.9599 -1.1701
C -7.2542 3.8897 -1.5319
C -6.9260 5.3911 -1.0968
S -5.0107 5.3809 -1.0602
O -4.6176 5.4941 0.3478
O -4.5866 6.3497 -2.0149
C -4.7834 3.7769 -1.7516
H -5.9329 1.9835 -1.6540
H -5.8817 2.7968 -0.0949
H -8.1481 3.4918 -1.0516
H -7.4517 3.8206 -2.6016
H -7.1992 5.6257 -0.0680
H -7.3563 6.1431 -1.7581
H -3.7455 3.6278 -1.4539
H -4.7356 3.9169 -2.8315
C -3.3402 -1.0826 5.8092
C -3.6101 -1.7969 4.4592
C -4.4968 -1.0624 3.5063
S -4.2050 0.7328 3.7516
O -5.4143 1.5568 3.8058
O -3.0648 1.0874 2.8864
C -3.5430 0.4705 5.5651
H -2.2957 -1.3062 6.0263
H -4.0521 -1.5627 6.4806
H -4.1189 -2.7359 4.6773
H -2.6092 -1.9174 4.0448
H -5.4803 -1.1828 3.9606
H -4.4671 -1.2575 2.4343
H -4.3902 0.8544 6.1334
H -2.6780 1.1337 5.5715
C -9.2691 2.0372 2.9814
C -8.2117 1.6449 1.9577
C -8.8100 0.7867 0.8402
S -10.6053 1.1432 0.7816
O -11.3604 -0.0103 0.4474
O -10.6674 2.3011 -0.0246
C -10.5816 1.4804 2.5217
H -9.2845 3.1270 2.9922
H -9.0490 1.7840 4.0185
H -7.3975 1.0939 2.4285
H -7.8346 2.6073 1.6119
H -8.8072 -0.2559 1.1581
H -8.2829 0.7725 -0.1138
H -10.7229 0.5674 3.1000
H -11.4822 2.0748 2.6755
C -7.7666 -3.1792 -4.3182
C -9.2043 -2.8042 -3.9662
C -9.1046 -1.9962 -2.6179
S -7.6926 -1.0070 -2.8641
O -6.9956 -0.6578 -1.6277
O -8.0609 0.0647 -3.8085
C -6.6919 -2.2105 -3.7303
H -7.6612 -3.4669 -5.3642
H -7.5559 -4.1468 -3.8627
H -9.6462 -3.8004 -3.9882
H -9.7250 -2.2362 -4.7372
H -9.0276 -2.5794 -1.7002
H -9.9077 -1.2685 -2.5023
H -6.0129 -2.6964 -3.0297
H -6.0432 -1.5521 -4.3081
```

Computed properties:
* frontier orbital gap: 8.31 eV
* electronic energy: -6730.23272 a.u.
* HOMO: -9.26 eV